1.
Below is a single C4H9N3O molecule, with properties calculated with the ωB97M-V functional and the def2-TZVPD basis.

Atoms and positions in Å:
C 1.75131 1.46330 0.47111
C -2.12737 -1.15393 0.10412
C 0.46228 -0.58525 -0.19865
C -0.85562 -0.40284 0.02242
N 1.37751 -1.60895 -0.32336
O -1.37498 1.86544 -0.69902
N -0.65880 1.02314 0.14047
N 0.72302 0.80946 -0.30254
H -1.35275 1.52583 -1.61076
H 2.30949 -1.35629 -0.02483
H 1.06406 -2.47663 0.08713
H 2.71797 1.23545 0.02266
H 1.75092 1.15981 1.52482
H 1.57669 2.53569 0.41229
H -2.87562 -0.71740 -0.55891
H -1.96022 -2.18868 -0.18550
H -2.52790 -1.12817 1.11856

The value obtained for the gap between HOMO and LUMO is 8.381 eV. The value obtained for the total energy is -10808.0485 eV. As for the energy relative to the best compared isomer or geometry (same formula, charge and spin): 101.8 kcal/mol. For the HOMO energy, the calculation gives -0.2771 Ha. The structure (SMILES) is Cc1c(N)n(C)n1O. As for the spin multiplicity: 1.

2.
Below is a molecular structure, C9H23N3OP2Sc in a non-equilibrium geometry, with properties calculated with the ωB97M-V functional and the def2-TZVPD basis.

Atoms and positions in Å:
Sc -0.00585 -0.00527 -0.37069
P 2.59664 -0.67396 0.05704
P -2.29379 -1.34780 -1.21579
N 0.98382 1.81002 0.28444
N -1.74466 1.28363 0.25408
H 0.47050 3.61705 1.10458
H -1.93466 2.65469 1.81413
H 0.25888 2.35932 2.30370
C 0.14917 2.57276 1.21453
H -1.53953 3.34854 0.24267
C -1.32622 2.52232 0.91711
H 2.69654 2.50031 1.47760
H -3.67842 1.95683 -0.05347
C 2.40816 2.22495 0.39990
C -2.97511 1.13191 -0.23306
H 4.07423 0.98762 0.86379
C 3.36965 1.06605 0.01949
H 3.92699 1.19927 -0.92863
H -2.56090 -1.53526 -2.61129
H -3.13026 -2.34226 -0.65446
H 3.36886 -1.20864 -1.01206
H 3.49691 -1.20276 1.01371
O 0.25317 -0.18326 -2.44641
C 0.50022 0.83021 -3.20379
C 1.87968 1.16369 -3.68800
C -0.44889 1.99373 -3.31575
H 2.74045 3.15325 -0.15267
H 2.65333 0.90001 -2.94315
H 2.11492 0.58251 -4.58432
H 1.91593 2.21310 -4.03574
H -1.12741 2.00022 -2.42223
H 0.16494 2.92038 -3.51577
H -1.12669 1.93883 -4.20249
C -3.41728 0.02696 -0.98399
H -4.43904 0.07243 -1.37793
N -0.43493 -1.24635 1.64435
H -0.67222 -2.23617 1.49281
H -1.24736 -0.81279 2.10345
H 0.34308 -1.23161 2.31678

The value obtained for the gap between HOMO and LUMO (spin up / spin down) is 7.467 / 5.598 eV. The value obtained for the total energy is -55486.8770 eV. As for the energy relative to the best compared isomer or geometry (same formula, charge and spin): 19.6 kcal/mol. For the HOMO energy (spin up / spin down), the calculation gives -0.5307 / -0.5272 Ha. Its total charge is +2. As for the spin multiplicity: 2.

3.
Below is a molecular structure, C32H43FeN2O4P2 in a non-equilibrium geometry, with properties calculated with the ωB97M-V functional and the def2-TZVPD basis.

Atoms and positions in Å:
C -0.74525 3.87292 -3.58937
C -0.79531 2.48803 -3.26138
N 0.14400 1.99369 -2.35247
C 0.93450 2.83731 -1.65143
C 0.85590 4.22406 -1.83245
C 0.01809 4.74873 -2.83048
C -1.68229 1.52519 -3.82626
P -1.87678 0.03995 -2.88269
Fe 0.22259 0.04125 -2.15744
P 2.09979 0.43260 -0.94960
C 1.82303 2.20968 -0.59620
C 0.22407 -1.82877 -1.60031
C -0.87288 -2.34694 -0.90014
C -0.94458 -3.71125 -0.60452
C 0.11664 -4.55207 -0.94415
C 1.24278 -4.03506 -1.59090
C 1.28744 -2.68158 -1.94379
O -0.54416 0.61151 -6.50197
O 0.16994 -1.45588 -5.11598
H -1.40561 4.22921 -4.39025
H 1.43850 4.86570 -1.18187
H -0.04978 5.82885 -2.98746
C -3.25846 0.55743 -1.79742
C -2.59402 -1.30629 -3.88796
H 2.79954 2.70636 -0.50289
H 1.29067 2.28187 0.36732
H -1.01045 0.94660 -5.76523
H -2.52371 1.96043 -4.41999
C 2.38481 -0.30033 0.68027
C 3.68497 0.41486 -1.82354
H -1.68687 -1.69326 -0.57576
H -1.83076 -4.09759 -0.09804
H 0.07252 -5.60854 -0.70208
H 2.09636 -4.67121 -1.83623
H 2.16523 -2.29139 -2.47697
H 0.64745 -0.76922 -3.95550
H 0.90656 -1.95772 -5.58865
H 0.16121 -0.74211 -5.72371
H 0.08600 1.31147 -6.78631
H 1.22537 -0.27856 -3.34674
H -4.10049 0.84884 -2.45401
H -3.51719 -0.28172 -1.12983
H -2.91124 1.43414 -1.21892
H -3.48330 -0.95242 -4.44023
H -1.85230 -1.69019 -4.60402
H -2.88076 -2.13813 -3.22033
H 4.41673 0.98253 -1.23329
H 4.01745 -0.62304 -1.95028
H 3.54678 0.87206 -2.81151
H 3.38655 -0.03144 1.04864
H 1.62776 0.07944 1.37797
H 2.28351 -1.39237 0.62210
C 3.23067 -0.47530 5.53881
C 2.23886 -1.20488 4.66099
C 2.55028 -2.48589 4.20419
C 1.67093 -3.18903 3.37857
C 0.47453 -2.59655 2.99879
C 0.15754 -1.29783 3.43363
N -0.89592 -0.67523 2.78448
C -1.86964 0.17426 3.27293
C -2.45083 0.00916 4.54422
C -3.37299 0.94825 5.01594
C -3.69324 2.05699 4.21890
C -3.12214 2.20989 2.94368
C -2.24712 1.25338 2.43324
C -1.59226 1.44224 1.08091
O -1.65771 2.55705 0.52955
O -1.00297 0.39901 0.57653
C 1.03685 -0.58911 4.29118
C 0.72596 0.81386 4.69640
H 3.65762 0.40594 5.03200
H 2.78081 -0.12506 6.48031
H 4.05666 -1.15038 5.79751
H 3.50482 -2.92535 4.50681
H 1.92215 -4.18750 3.02963
H -0.22393 -3.10196 2.33459
H -0.85321 -0.58030 1.73493
H -2.15878 -0.85865 5.13471
H -3.83418 0.81371 5.99738
H -4.39720 2.80630 4.57855
H -3.34558 3.07083 2.31524
H 0.54936 1.46686 3.83118
H -0.19386 0.86633 5.28708
H 1.54395 1.24128 5.28135

The value obtained for the gap between HOMO and LUMO (spin up / spin down) is 3.007 / 5.371 eV. The value obtained for the total energy is -98011.2515 eV. For the HOMO energy (spin up / spin down), the calculation gives -0.1159 / -0.2791 Ha. As for the spin multiplicity: 6.

4.
Below is 2 unconnected molecules or ions with the total composition C3H9N3O in a non-equilibrium geometry, with properties calculated with the ωB97M-V functional and the def2-TZVPD basis.

Atoms and positions in Å:
C -1.07880 1.66099 0.34248
C 0.26101 -1.05433 -0.85048
C -1.99985 1.19719 1.18384
O -1.41640 2.50139 -0.68329
N -0.84339 -1.61307 -0.51386
H -0.65496 2.55540 -1.28645
H -0.87955 -1.77578 0.49293
H 0.46773 -0.79487 -1.90182
H -1.72595 0.56306 2.01830
H -3.05276 1.41819 1.03816
N 1.31325 -0.74577 0.00972
N 2.58463 -1.08389 -0.51552
H 3.29099 -1.09084 0.22313
H 1.15127 -1.05169 0.96990
H 0.00757 1.35679 0.35042
H 2.57520 -2.04276 -0.87746

The value obtained for the gap between HOMO and LUMO is 9.480 eV. The value obtained for the total energy is -9772.1716 eV. As for the energy relative to the best compared isomer or geometry (same formula, charge and spin): 77.7 kcal/mol. For the HOMO energy, the calculation gives -0.3194 Ha. The structure (SMILES) is [H]/N=C\NN.C=CO. As for the spin multiplicity: 1.

5.
Below is a gas-phase ion, C6H12O (charge +1), with properties calculated with the ωB97M-V functional and the def2-TZVPD basis.

Atoms and positions in Å:
C 1.51503 -0.45187 -2.72459
C 0.45582 0.15538 -1.83315
C 0.93793 0.13222 -0.34171
C -1.99466 0.01056 2.19856
O -1.87264 0.28939 3.57944
C -0.63650 -0.15997 1.59604
C -0.09154 0.59339 0.56713
H 2.34955 0.22142 -2.88643
H 1.89798 -1.37970 -2.29875
H 1.08780 -0.75530 -3.68351
H -0.47793 -0.40993 -1.86234
H 0.26629 1.18872 -2.10981
H 1.28887 -0.86648 -0.10172
H 1.77080 0.84349 -0.28704
H -2.45492 0.88230 1.72615
H -2.58795 -0.89807 2.04216
H -1.08557 -0.11576 3.96092
H 0.02366 -0.91356 2.02007
H -0.39202 1.63376 0.43859

The value obtained for the gap between HOMO and LUMO (spin up / spin down) is 10.300 / 6.906 eV. The value obtained for the total energy is -8454.0120 eV. As for the energy relative to the best compared isomer or geometry (same formula, charge and spin): 23.9 kcal/mol. For the HOMO energy (spin up / spin down), the calculation gives -0.5672 / -0.5634 Ha. Its total charge is +1. As for the spin multiplicity: 2.

6.
Below is a molecular structure, C3H5MgO3 in a non-equilibrium geometry, with properties calculated with the ωB97M-V functional and the def2-TZVPD basis.

Atoms and positions in Å:
H -0.27384 -1.91774 0.64368
O 2.03191 -1.35148 -0.35190
C 0.92152 -0.87462 -0.63059
C -1.24499 0.18310 0.56050
O 0.86456 0.47420 -0.51474
O -0.33679 -1.37957 -0.16237
C -0.46685 1.07979 -0.35044
H -0.93740 0.19793 1.60856
H -2.29142 0.00608 0.30962
H -0.27261 2.06794 0.07803
H -0.90076 1.12412 -1.35483
Mg 2.90666 0.39025 0.16449

The value obtained for the gap between HOMO and LUMO (spin up / spin down) is 5.484 / 10.428 eV. The value obtained for the total energy is -14757.7604 eV. As for the energy relative to the best compared isomer or geometry (same formula, charge and spin): 2.2 kcal/mol. For the HOMO energy (spin up / spin down), the calculation gives -0.5966 / -0.7853 Ha. Its total charge is +2. As for the spin multiplicity: 2.

7.
Below is 3 unconnected molecules or ions with the total composition C35H74N3O5P in a non-equilibrium geometry, with properties calculated with the ωB97M-V functional and the def2-TZVPD basis.

Atoms and positions in Å:
C -0.68941 -4.85306 3.09022
O -1.26221 -6.01019 2.52224
C -1.23784 -6.01158 1.11121
C 0.10181 -6.48046 0.54794
C 0.07771 -6.72515 -0.97519
C 0.66950 -5.59085 -1.84946
C 0.44207 -4.20300 -1.23249
C 0.72332 -3.05362 -2.22313
C 0.78199 -1.72519 -1.41126
C -0.64943 -1.30548 -1.04822
P -0.89785 0.42215 -0.34815
C 0.91983 0.63299 0.19724
N 0.96276 1.86833 1.06113
C -2.80212 0.32308 -0.69431
C -3.61369 0.47402 0.59835
C -5.12528 0.40762 0.25751
C -5.93609 -0.41957 1.24609
C -7.35236 -0.61026 0.69562
O -7.35541 -1.37724 -0.52177
C -7.24445 -2.71453 -0.29398
C -8.56846 -3.44598 -0.19081
O -6.22674 -3.27460 -0.22310
H -0.67942 -3.99359 2.41325
H -1.26818 -4.56602 3.96632
H 0.33384 -5.06374 3.40972
H -2.00510 -6.68860 0.73796
H -1.51373 -5.01120 0.75983
H 0.91667 -5.84294 0.88535
H 0.26811 -7.45061 1.01879
H -0.94149 -6.99420 -1.25555
H 0.69796 -7.60394 -1.14483
H 1.74159 -5.73092 -1.96663
H 0.18739 -5.61364 -2.82804
H -0.59541 -4.10075 -0.92802
H 1.13726 -4.08407 -0.40676
H -0.10659 -3.00626 -2.92568
H 1.66729 -3.22347 -2.74071
H 1.38484 -1.97009 -0.54133
H 1.32010 -0.97935 -1.99215
H -1.13340 -2.00724 -0.37085
H -1.21583 -1.33511 -1.97758
H -0.80197 1.65228 -1.06791
H -1.24794 0.51509 1.04069
H 1.24809 -0.18260 0.84245
H 1.61084 0.82638 -0.62389
H 1.77656 2.41638 0.80586
H 1.16909 1.55933 2.00494
H -3.09288 1.14273 -1.35694
H -3.10633 -0.63476 -1.11707
H -3.43710 1.44432 1.06821
H -3.35051 -0.30062 1.32111
H -5.20215 -0.10729 -0.69770
H -5.54325 1.40245 0.10661
H -5.50931 -1.41023 1.38293
H -6.00320 0.05320 2.22649
H -7.75427 0.36011 0.41949
H -8.01815 -1.03879 1.44898
H -8.38072 -4.46428 0.11763
H -9.18340 -2.92540 0.54167
H -9.07317 -3.38408 -1.15108
C 5.55395 0.28961 -0.76232
C 5.64412 -1.13451 -0.15037
C 7.05348 -1.37757 0.40014
C 8.10387 -1.60309 -0.68422
C 7.66225 -2.70654 -1.64457
C 6.26880 -2.46310 -2.22990
N 5.26149 -2.15235 -1.17500
O 4.94312 -3.24695 -0.57149
C 6.34565 -1.31654 -3.25864
C 5.84668 -3.68253 -3.04879
C 4.66013 -1.12715 1.01561
H 5.10507 0.99479 -0.06259
H 6.52879 0.69904 -1.02963
H 4.92128 0.30717 -1.64963
H 7.04052 -2.25489 1.05547
H 7.34678 -0.53247 1.02770
H 8.29783 -0.67565 -1.23043
H 9.05162 -1.88335 -0.21957
H 8.38886 -2.80246 -2.45361
H 7.67148 -3.66017 -1.10614
H 5.35148 -1.05747 -3.62742
H 6.94305 -1.62138 -4.11841
H 6.81197 -0.41269 -2.87265
H 5.86518 -4.60123 -2.46409
H 6.53032 -3.82378 -3.88578
H 4.84096 -3.55389 -3.45385
H 3.63881 -0.96802 0.66116
H 4.90395 -0.32330 1.71072
H 4.68384 -2.05069 1.59333
C -1.46388 6.01657 3.14115
C -1.53400 5.43846 1.70178
C -0.24283 5.76616 0.94517
C -0.13357 7.22987 0.52518
C -1.37890 7.66720 -0.24428
C -2.67768 7.37738 0.51261
N -2.74295 5.96988 1.00137
O -3.01570 5.19960 0.00350
C -2.80771 8.36529 1.68984
C -3.86812 7.70053 -0.38964
C -1.61478 3.92554 1.88550
H -1.17064 5.25281 3.86111
H -0.73959 6.82664 3.23874
H -2.43382 6.38420 3.47540
H -0.18173 5.14281 0.04690
H 0.61632 5.49443 1.56320
H 0.02017 7.87019 1.39858
H 0.74867 7.36252 -0.10528
H -1.31570 8.73347 -0.47080
H -1.39305 7.14676 -1.20785
H -3.67801 8.12652 2.30368
H -2.94096 9.38123 1.31620
H -1.93290 8.39370 2.33572
H -3.83732 7.15065 -1.32922
H -3.86790 8.76126 -0.64097
H -4.81174 7.47329 0.10995
H -2.52987 3.64458 2.41395
H -0.76937 3.56821 2.46997
H -1.58146 3.38558 0.94228

The value obtained for the gap between HOMO and LUMO (spin up / spin down) is 8.043 / 7.642 eV. The value obtained for the total energy is -61485.2280 eV. For the HOMO energy (spin up / spin down), the calculation gives -0.2754 / -0.2754 Ha. As for the spin multiplicity: 3.

8.
Below is a molecular structure, C4H12GaNO3P in a non-equilibrium geometry, with properties calculated with the ωB97M-V functional and the def2-TZVPD basis.

Atoms and positions in Å:
C 2.75597 -0.46892 0.50870
N 1.90570 0.35640 -0.38797
C 1.48982 1.63704 0.25145
C 0.76403 -0.39366 -0.94177
O 0.37462 -0.03635 -2.08797
C 0.07061 -1.60583 -0.20590
Ga -1.99324 -1.53653 -0.15022
P -2.92761 0.60819 -0.03127
O -2.57760 1.53919 -1.43903
O -2.33254 1.34619 1.40537
H 3.82532 -0.04923 0.54446
H 2.34541 -0.53975 1.57646
H 2.78244 -1.53242 0.09341
H 0.36393 1.78979 0.30346
H 1.88196 1.76902 1.32041
H 1.96967 2.48194 -0.36345
H 0.44044 -1.78707 0.85862
H 0.34599 -2.55363 -0.80212
H -2.44535 -2.30192 1.21021
H -2.70587 -2.28719 -1.38412
H -3.39666 1.51259 -1.97835
H -2.93704 2.05214 1.69961

The value obtained for the gap between HOMO and LUMO is 6.727 eV. The value obtained for the total energy is -73639.8377 eV. For the HOMO energy, the calculation gives -0.1204 Ha. Its total charge is -1. As for the spin multiplicity: 1.